Here is C59H125CuF3N2O29S8 as an isolated structure at a distorted geometry from the Open Molecules 2025 dataset. Energies are from ωB97M-V with the def2-TZVPD basis set.

Structure (XYZ):
```
227
Properties=species:S:1:pos:R:3:lowdin_charge:R:1
Cu 3.52 1.84 1.06 0.785
C 5.65 2.71 4.98 -0.030
C 5.32 2.90 3.53 -0.808
O 4.21 2.56 3.08 -0.069
O 6.16 3.32 2.78 0.041
H 6.03 3.62 5.45 0.061
H 6.51 2.06 5.14 0.070
H 4.72 2.47 5.50 0.054
C 5.50 1.38 -2.33 -0.022
C 5.97 2.25 -1.16 -0.755
O 5.42 2.15 -0.06 -0.034
O 6.87 3.10 -1.30 -0.037
H 5.32 2.03 -3.18 0.054
H 4.66 0.73 -2.06 0.041
H 6.40 0.76 -2.33 0.073
C 2.21 5.90 1.57 -0.024
C 2.92 4.77 0.89 -0.783
O 2.33 3.70 0.73 -0.082
O 4.11 4.89 0.60 0.014
H 2.41 5.87 2.64 0.076
H 1.14 5.90 1.39 0.043
H 2.56 6.87 1.21 0.074
C 1.43 -0.18 -1.05 -0.341
O 0.36 0.33 -0.25 -0.125
O 2.49 0.67 -0.61 -0.217
C 1.54 -1.76 -0.86 -0.565
F 2.81 -2.14 -0.97 0.118
F 1.10 -2.23 0.35 0.094
F 0.91 -2.53 -1.68 0.159
C -0.97 -0.14 -0.48 -0.287
C -1.83 0.74 0.31 -0.070
H -1.49 1.75 0.11 0.073
H -2.87 0.91 0.03 0.064
H -1.50 0.72 1.35 0.065
H -1.08 -1.21 -0.32 0.102
H -1.44 -0.09 -1.46 0.105
H 1.18 -0.01 -2.10 0.130
C -2.73 -2.30 -3.75 -0.064
C -3.80 -1.22 -3.47 -0.484
C -4.00 -0.40 -4.75 -0.039
O -4.97 -1.94 -3.39 -0.069
H -2.56 -2.99 -2.93 0.074
H -1.77 -1.92 -4.10 0.074
H -2.90 -3.00 -4.56 0.075
H -3.47 -0.56 -2.67 0.128
H -4.64 0.43 -4.43 0.074
H -4.69 -0.94 -5.39 0.082
H -3.05 -0.15 -5.22 0.085
H -4.91 -2.65 -4.03 0.090
C -4.24 -0.94 6.51 -0.044
C -3.24 0.14 6.26 -0.514
C -3.31 0.85 4.90 -0.010
O -3.37 1.20 7.16 -0.039
H -4.39 -1.21 7.55 0.085
H -3.92 -1.84 5.97 0.078
H -5.20 -0.60 6.13 0.050
H -2.29 -0.39 6.41 0.133
H -4.33 1.07 4.58 0.065
H -2.82 0.21 4.17 0.073
H -2.67 1.72 5.04 0.067
H -2.51 1.58 7.00 0.085
C -2.17 4.78 2.60 -0.081
C -0.86 4.11 2.72 -0.482
C 0.06 4.93 3.77 -0.021
O -1.17 2.79 3.01 -0.056
H -2.06 5.79 2.21 0.085
H -2.96 4.75 3.34 0.088
H -2.76 4.34 1.79 0.076
H -0.27 4.03 1.81 0.116
H 0.87 4.25 4.02 0.076
H -0.54 5.03 4.68 0.061
H 0.28 5.93 3.40 0.059
H -1.89 2.92 3.64 0.052
C 1.20 0.87 4.65 -0.032
C 1.42 0.10 3.31 -0.358
C 0.26 -0.90 3.16 -0.150
O 0.44 -2.09 4.01 -0.195
C -0.63 -3.04 3.92 -0.114
N 1.54 1.12 2.27 0.097
H 0.15 1.15 4.72 0.052
H 1.94 1.66 4.79 0.078
H 1.30 0.14 5.45 0.067
H 2.37 -0.42 3.35 0.123
H -0.01 -1.39 2.22 0.095
H -0.65 -0.35 3.40 0.094
H -0.41 -3.96 4.45 0.079
H -0.94 -3.21 2.89 0.076
H -1.48 -2.58 4.44 0.069
H 0.89 1.87 2.45 0.067
H 1.19 0.62 1.46 0.044
C 5.22 -6.25 -4.99 -0.063
C 3.96 -7.09 -5.23 -0.398
C 2.72 -6.19 -4.80 -0.177
O 2.83 -6.13 -3.36 -0.208
C 2.27 -4.98 -2.78 -0.118
N 3.86 -7.41 -6.66 0.019
H 5.38 -5.43 -5.70 0.076
H 6.08 -6.89 -5.20 0.069
H 5.39 -5.94 -3.96 0.077
H 3.84 -8.02 -4.69 0.136
H 1.85 -6.78 -5.10 0.110
H 2.66 -5.19 -5.22 0.112
H 2.28 -5.08 -1.70 0.088
H 1.21 -5.00 -3.04 0.079
H 2.53 -4.03 -3.25 0.076
H 3.96 -6.50 -7.10 0.056
H 2.95 -7.69 -6.99 0.059
C 5.96 -3.59 0.54 -0.164
C 4.71 -3.92 1.35 -0.280
C 4.44 -2.91 2.38 -0.197
S 5.40 -1.35 1.82 0.689
O 6.61 -1.26 2.58 -0.308
O 4.54 -0.21 1.70 -0.304
C 5.88 -2.02 0.24 -0.188
H 5.77 -4.12 -0.39 0.102
H 6.90 -3.77 1.06 0.112
H 4.84 -4.82 1.96 0.101
H 3.81 -3.95 0.73 0.101
H 4.76 -3.28 3.35 0.104
H 3.39 -2.64 2.36 0.088
H 6.66 -1.33 -0.09 0.114
H 4.96 -1.82 -0.30 0.075
C -4.02 -2.64 0.98 -0.161
C -4.56 -3.52 2.10 -0.227
C -6.00 -3.01 2.46 -0.216
S -6.88 -2.78 0.89 0.702
O -7.89 -1.76 1.13 -0.344
O -7.31 -4.08 0.40 -0.331
C -5.29 -2.25 0.04 -0.157
H -3.42 -3.35 0.41 0.106
H -3.52 -1.74 1.33 0.106
H -3.77 -3.48 2.84 0.094
H -4.54 -4.61 1.98 0.107
H -5.80 -2.00 2.83 0.070
H -6.59 -3.65 3.12 0.106
H -5.17 -1.18 -0.16 0.055
H -5.37 -2.67 -0.97 0.077
C 0.70 5.48 -2.27 -0.233
C 1.16 4.19 -2.81 -0.237
C 0.08 3.14 -3.07 -0.141
S -1.43 4.08 -2.45 0.725
O -2.40 3.21 -1.76 -0.359
O -1.90 4.76 -3.67 -0.355
C -0.54 5.21 -1.44 -0.233
H 0.38 6.27 -2.95 0.120
H 1.54 5.84 -1.68 0.124
H 1.93 3.70 -2.21 0.119
H 1.61 4.59 -3.72 0.113
H 0.04 2.29 -2.38 0.086
H -0.10 2.94 -4.13 0.087
H -0.29 4.77 -0.47 0.098
H -1.19 6.07 -1.28 0.112
C -8.80 0.04 4.40 -0.189
C -9.53 1.02 3.53 -0.234
C -8.60 1.28 2.31 -0.165
S -6.78 1.19 2.94 0.649
O -6.45 2.50 3.36 -0.317
O -5.91 0.39 2.11 -0.329
C -7.19 0.35 4.46 -0.193
H -9.06 -0.95 4.02 0.104
H -9.17 0.01 5.42 0.100
H -9.66 1.98 4.04 0.102
H -10.61 0.91 3.43 0.115
H -8.79 2.27 1.89 0.087
H -8.69 0.46 1.59 0.062
H -7.01 1.14 5.19 0.099
H -6.63 -0.59 4.52 0.071
C -5.20 1.98 -0.90 -0.218
C -5.77 3.36 -1.36 -0.203
C -6.99 3.28 -2.30 -0.183
S -7.76 1.63 -1.78 0.753
O -8.19 0.92 -2.95 -0.346
O -8.67 1.88 -0.60 -0.377
C -6.17 0.85 -1.11 -0.195
H -4.91 2.03 0.15 0.102
H -4.30 1.83 -1.49 0.075
H -4.97 3.76 -1.98 0.092
H -5.92 3.98 -0.48 0.114
H -6.64 3.33 -3.33 0.096
H -7.73 4.07 -2.19 0.090
H -5.85 0.33 -2.01 0.079
H -6.61 0.25 -0.32 0.059
C 6.82 6.11 -4.37 -0.182
C 5.55 5.09 -4.25 -0.187
C 4.52 5.64 -3.28 -0.223
S 5.39 6.78 -2.07 0.688
O 6.15 5.92 -1.18 -0.291
O 4.47 7.80 -1.64 -0.347
C 6.61 7.33 -3.39 -0.212
H 6.94 6.53 -5.37 0.084
H 7.71 5.54 -4.11 0.097
H 6.15 4.40 -3.66 0.080
H 5.17 4.74 -5.21 0.104
H 3.86 5.01 -2.69 0.081
H 3.81 6.17 -3.91 0.086
H 7.52 7.82 -3.04 0.090
H 5.98 8.01 -3.96 0.074
C 2.50 -6.57 2.69 -0.248
C 1.22 -5.82 2.43 -0.225
C 0.03 -6.76 2.07 -0.143
S 0.44 -8.27 3.18 0.707
O 0.25 -9.54 2.50 -0.361
O -0.03 -8.05 4.53 -0.344
C 2.29 -7.96 3.22 -0.205
H 3.13 -5.97 3.35 0.117
H 2.98 -6.62 1.72 0.110
H 1.40 -5.10 1.63 0.108
H 1.02 -5.21 3.31 0.093
H 0.20 -7.20 1.09 0.090
H -1.04 -6.61 2.21 0.094
H 2.77 -8.69 2.56 0.093
H 2.68 -8.26 4.19 0.100
C 3.42 -0.81 -4.43 -0.276
C 3.65 -1.41 -5.80 -0.169
C 2.41 -0.81 -6.70 -0.176
S 2.32 0.98 -6.17 0.702
O 0.93 1.16 -5.84 -0.357
O 2.96 1.82 -7.16 -0.348
C 3.33 0.66 -4.59 -0.206
H 4.19 -1.03 -3.69 0.122
H 2.47 -1.22 -4.06 0.107
H 3.63 -2.50 -5.71 0.091
H 4.55 -0.95 -6.20 0.110
H 1.46 -1.27 -6.41 0.080
H 2.50 -0.74 -7.78 0.080
H 2.94 1.19 -3.71 0.101
H 4.34 0.97 -4.88 0.092
```

Values from the calculation:
Charge ... -2
Highest occupied orbital energy (alpha / beta) ... -2.532 / -2.495 eV
Kohn-Sham gap (alpha / beta) ... 5.129 / 5.092 eV
Spin multiplicity ... 2

=====

Here is C59H138FeN11O21 as an isolated structure at a distorted geometry from the Open Molecules 2025 dataset. Energies are from ωB97M-V with the def2-TZVPD basis set.

Structure (XYZ):
```
230
Properties=species:S:1:pos:R:3:lowdin_charge:R:1
Fe 1.59 -2.12 -4.06 1.086
C -1.56 0.41 -2.03 -0.033
C -0.08 0.53 -1.66 -0.461
C -0.01 1.19 -0.20 -0.112
C -0.47 0.31 0.93 -0.176
C 0.43 -0.90 0.90 -0.118
C 0.31 -1.63 -0.46 -0.428
N 0.70 -0.72 -1.63 -0.072
O 0.56 -1.44 -2.85 -0.255
C -1.07 -2.24 -0.71 -0.005
C 1.43 -2.67 -0.50 -0.016
C 0.58 1.48 -2.67 -0.005
H -1.91 1.40 -2.39 0.089
H -2.25 0.03 -1.30 0.063
H -1.60 -0.19 -2.95 0.053
H -0.55 2.12 -0.27 0.115
H 1.02 1.45 0.03 0.099
H -1.60 0.02 0.87 0.132
H -0.34 0.82 1.91 0.110
H 0.14 -1.63 1.69 0.109
H 1.46 -0.56 1.09 0.114
H -1.92 -1.71 -0.26 0.060
H -1.22 -3.29 -0.31 0.094
H -1.11 -2.29 -1.81 0.066
H 2.45 -2.27 -0.62 0.080
H 1.32 -3.41 -1.28 0.054
H 1.36 -3.24 0.41 0.082
H 0.71 1.01 -3.64 0.046
H 1.58 1.72 -2.28 0.074
H -0.02 2.41 -2.74 0.111
C -4.97 1.94 -4.36 0.019
C -3.80 1.42 -5.25 -0.469
O -2.69 1.09 -4.82 0.008
N -4.25 1.21 -6.55 0.003
C -3.37 0.87 -7.68 -0.061
H -4.48 2.56 -3.61 0.078
H -5.52 1.09 -3.97 0.063
H -5.69 2.59 -4.88 0.082
H -5.11 1.68 -6.83 0.134
H -3.65 1.43 -8.53 0.073
H -3.34 -0.24 -7.91 0.089
H -2.39 1.13 -7.35 0.051
C 0.25 -4.60 5.03 0.019
C -0.41 -4.44 3.59 -0.540
O -0.37 -3.41 2.97 0.029
N -1.01 -5.53 3.08 -0.002
C -1.38 -5.66 1.68 -0.069
H -0.42 -5.19 5.63 0.059
H 0.42 -3.55 5.46 0.083
H 1.25 -5.07 4.98 0.081
H -0.96 -6.34 3.66 0.119
H -2.28 -5.12 1.34 0.067
H -1.50 -6.74 1.39 0.104
H -0.46 -5.22 1.19 0.082
C 2.71 -6.86 1.20 0.003
C 3.05 -6.41 -0.16 -0.529
O 2.30 -6.50 -1.14 0.028
N 4.26 -5.78 -0.18 0.040
C 4.84 -5.09 -1.37 -0.021
H 3.57 -6.75 1.94 0.112
H 2.33 -7.86 1.32 0.085
H 1.85 -6.31 1.51 0.060
H 4.77 -5.65 0.65 0.104
H 5.05 -5.74 -2.25 0.090
H 5.77 -4.66 -1.04 0.079
H 4.17 -4.31 -1.66 0.052
C -4.04 -1.85 3.05 0.014
C -4.59 -1.21 1.82 -0.457
O -4.32 -1.70 0.69 -0.033
N -5.37 -0.04 1.90 0.010
C -5.93 0.52 0.70 -0.089
H -4.01 -1.13 3.89 0.095
H -3.09 -2.28 2.84 0.061
H -4.75 -2.66 3.31 0.104
H -5.41 0.42 2.83 0.151
H -5.26 1.01 0.01 0.081
H -6.74 1.22 0.98 0.083
H -6.39 -0.31 0.13 0.088
C -0.10 -4.92 -2.88 0.036
C 1.26 -5.05 -3.52 -0.477
O 2.01 -4.10 -3.78 -0.038
N 1.62 -6.31 -3.78 0.017
C 2.85 -6.74 -4.33 -0.058
H -0.01 -5.40 -1.90 0.105
H -0.74 -5.46 -3.54 0.097
H -0.44 -3.94 -2.79 0.030
H 0.97 -6.97 -3.40 0.143
H 3.33 -5.92 -4.90 0.101
H 2.71 -7.57 -5.10 0.115
H 3.47 -7.11 -3.50 0.080
C 5.02 3.58 2.34 0.021
C 3.53 3.08 2.34 -0.515
O 3.22 2.01 1.90 0.027
N 2.68 4.03 2.85 0.012
C 1.25 3.84 2.79 -0.047
H 5.36 4.23 3.13 0.069
H 5.15 4.09 1.38 0.076
H 5.72 2.70 2.28 0.077
H 3.07 4.98 2.94 0.104
H 0.73 4.65 2.29 0.082
H 0.95 3.73 3.84 0.082
H 1.15 2.86 2.36 0.052
C 5.44 -0.84 -3.33 0.049
C 4.05 -0.98 -2.92 -0.502
O 3.38 -1.95 -3.31 -0.078
N 3.52 -0.04 -2.17 0.092
C 4.05 1.13 -1.51 -0.029
H 5.87 -1.76 -3.70 0.105
H 6.05 -0.41 -2.50 0.088
H 5.46 -0.15 -4.19 0.084
H 2.54 -0.16 -1.95 0.094
H 4.07 2.02 -2.07 0.081
H 5.07 0.93 -1.16 0.087
H 3.42 1.25 -0.67 0.060
C -1.85 -2.21 -5.15 0.046
C -0.69 -2.66 -6.05 -0.410
O 0.50 -2.59 -5.65 -0.057
N -0.99 -3.07 -7.30 0.051
C -0.05 -3.26 -8.39 -0.042
H -2.02 -2.84 -4.36 0.035
H -2.81 -2.10 -5.66 0.096
H -1.65 -1.21 -4.71 0.065
H -1.97 -2.93 -7.52 0.146
H 0.76 -2.52 -8.48 0.090
H -0.55 -3.31 -9.35 0.092
H 0.46 -4.23 -8.20 0.107
C 0.49 0.54 -6.27 0.031
C 1.94 0.52 -5.74 -0.439
O 2.35 -0.41 -5.01 -0.045
N 2.74 1.54 -6.05 0.065
C 4.14 1.73 -5.67 -0.022
H -0.24 0.31 -5.44 0.075
H 0.37 -0.22 -6.98 0.052
H 0.12 1.55 -6.68 0.121
H 2.35 2.28 -6.57 0.133
H 4.33 1.32 -4.67 0.052
H 4.47 2.77 -5.59 0.107
H 4.78 1.11 -6.35 0.112
C -4.31 -4.82 -1.27 -0.003
C -4.53 -3.73 -2.33 -0.544
O -4.28 -4.00 -3.49 0.020
N -5.04 -2.53 -1.88 0.035
C -5.09 -1.30 -2.76 -0.061
H -3.39 -4.66 -0.68 0.047
H -4.10 -5.76 -1.84 0.095
H -5.12 -4.89 -0.54 0.085
H -4.82 -2.24 -0.91 0.065
H -5.66 -0.49 -2.26 0.065
H -5.56 -1.46 -3.72 0.077
H -4.11 -0.86 -2.95 0.061
C 2.29 -3.71 9.98 -0.107
O 2.66 -2.51 9.30 -0.178
C 2.41 -2.61 7.90 -0.183
C 1.95 -1.25 7.35 -0.201
O 1.57 -1.40 6.01 -0.219
C 1.13 -0.12 5.47 -0.065
H 2.85 -4.57 9.62 0.083
H 1.23 -3.93 9.97 0.082
H 2.63 -3.59 11.04 0.101
H 1.61 -3.30 7.65 0.099
H 3.28 -3.06 7.40 0.130
H 2.73 -0.50 7.35 0.126
H 1.14 -0.86 7.90 0.111
H 1.94 0.56 5.49 0.064
H 0.31 0.28 6.04 0.077
H 0.77 -0.16 4.40 0.093
C 2.58 5.49 5.84 -0.105
O 3.19 6.16 4.77 -0.213
C 2.63 7.39 4.46 -0.216
C 3.46 7.93 3.32 -0.124
O 3.10 7.18 2.07 -0.232
C 3.78 7.56 0.87 -0.117
H 1.47 5.71 5.91 0.106
H 3.08 5.77 6.78 0.095
H 2.63 4.40 5.68 0.083
H 2.68 8.08 5.29 0.132
H 1.59 7.27 4.15 0.115
H 4.54 7.81 3.52 0.138
H 3.22 8.96 3.10 0.115
H 3.08 7.32 0.03 0.093
H 4.75 7.09 0.63 0.080
H 3.89 8.66 0.86 0.085
C -4.46 4.98 -1.29 -0.142
O -5.44 4.02 -1.15 -0.215
C -6.74 4.27 -1.75 -0.151
C -7.79 3.23 -1.33 -0.208
O -7.85 2.18 -2.27 -0.199
C -8.76 1.17 -1.85 -0.108
H -4.75 5.94 -0.85 0.095
H -4.09 5.12 -2.31 0.080
H -3.64 4.55 -0.71 0.085
H -6.68 4.23 -2.83 0.111
H -7.04 5.28 -1.45 0.126
H -8.79 3.71 -1.32 0.131
H -7.56 2.88 -0.27 0.130
H -9.77 1.45 -2.08 0.080
H -8.69 1.03 -0.79 0.065
H -8.59 0.18 -2.39 0.115
C -4.92 5.67 4.02 -0.134
O -3.82 6.42 3.62 -0.204
C -2.51 5.86 3.40 -0.176
C -1.53 6.97 3.77 -0.226
O -1.46 7.06 5.18 -0.198
C -1.96 8.38 5.63 -0.052
H -5.35 4.98 3.32 0.061
H -5.71 6.37 4.40 0.099
H -4.61 5.05 4.98 0.119
H -2.48 5.53 2.39 0.104
H -2.35 4.99 3.97 0.106
H -1.80 7.91 3.23 0.130
H -0.50 6.78 3.38 0.105
H -1.53 8.44 6.62 0.079
H -3.03 8.48 5.63 0.079
H -1.42 9.16 4.99 0.104
C 3.75 -2.83 3.57 -0.089
O 4.70 -1.77 3.71 -0.168
C 4.52 -0.64 2.93 -0.202
C 4.49 -0.92 1.41 -0.225
O 5.61 -1.63 0.95 -0.185
C 6.75 -0.79 0.66 -0.058
H 2.65 -2.62 3.77 0.100
H 4.02 -3.54 4.35 0.085
H 3.80 -3.35 2.63 0.060
H 5.27 0.10 3.12 0.104
H 3.62 -0.21 3.41 0.122
H 4.35 0.01 0.89 0.077
H 3.64 -1.57 1.19 0.094
H 6.82 -0.49 -0.40 0.059
H 7.61 -1.40 0.91 0.092
H 6.66 0.10 1.32 0.095
```

Values from the calculation:
Charge ... +2
Highest occupied orbital energy (alpha / beta) ... -12.197 / -12.197 eV
Kohn-Sham gap (alpha / beta) ... 8.817 / 7.182 eV
Spin multiplicity ... 6